(1)
This record from the OMol25 dataset describes a structure of composition C24H31B2BiF4N8P. The level of theory is wB97M-V/def2-TZVPD.

As for the orbital gap (spin up / spin down): 7.9016 / 6.5815 eV. For the LUMO energy (spin up / spin down), the calculation gives -5.76 / -7.17 eV. Its total charge is +2. As for the multiplicity: 2. The calculation puts the calculated total energy at -2376.14995 Ha. The value obtained for the energy above the lowest of the compared OMol25 structures with the same formula, charge and spin is 0.000 eV.

Positions of all 71 atoms, in Å:
1 Bi -1.1628 1.3026 -1.3507
2 C 1.9487 2.9454 -0.8778
3 C 1.0832 2.8468 0.3275
4 C 1.3056 3.3322 1.6055
5 C 0.1547 3.0623 2.3243
6 N -0.7248 2.4355 1.5359
7 N -0.1500 2.3000 0.2980
8 B -2.2500 2.1645 1.6861
9 N -2.5115 0.6602 1.3267
10 C -3.0245 -0.2918 2.1077
11 C -3.0832 -1.4801 1.3982
12 C -2.5686 -1.1975 0.1417
13 C -2.4464 -2.0793 -1.0521
14 N -2.2249 0.1058 0.1187
15 N -2.9608 3.0385 0.6037
16 C -3.6768 4.1616 0.7200
17 C -3.9774 4.6379 -0.5443
18 C -3.3827 3.7466 -1.4279
19 C -3.3567 3.7557 -2.9197
20 N -2.7722 2.7805 -0.7184
21 N -2.8014 2.4393 3.0398
22 C -4.1184 2.4900 3.3983
23 C -4.1792 2.4599 4.7610
24 C -2.8309 2.3689 5.1871
25 C -2.3091 2.3220 6.5852
26 N -2.0150 2.3399 4.1505
27 H 2.9678 2.6540 -0.6340
28 H 1.9606 3.9756 -1.2357
29 H 1.6299 2.2917 -1.6900
30 H 2.1938 3.8219 1.9638
31 H -0.1116 3.2605 3.3485
32 H -3.3174 -0.0639 3.1202
33 H -3.4588 -2.4267 1.7446
34 H -2.2260 -3.0983 -0.7425
35 H -1.6490 -1.7594 -1.7212
36 H -3.3881 -2.0975 -1.6031
37 H -3.9274 4.5556 1.6909
38 H -4.5523 5.5131 -0.7911
39 H -3.9623 4.5750 -3.2986
40 H -3.7612 2.8296 -3.3311
41 H -2.3442 3.9003 -3.3038
42 H -4.9059 2.5269 2.6624
43 H -5.0606 2.5034 5.3774
44 H -3.1241 2.2016 7.2952
45 H -1.7809 3.2434 6.8302
46 H -1.6132 1.4937 6.7108
47 C 3.4754 -6.3720 -0.6705
48 P 3.4688 -4.6253 -1.1024
49 C 4.2970 -3.6347 0.1477
50 C 4.0803 -4.3419 -2.7210
51 C 4.0782 -5.3723 -3.6750
52 C 4.5682 -5.1289 -4.9422
53 C 5.0418 -3.8633 -5.2720
54 C 5.0244 -2.8316 -4.3384
55 C 4.5363 -3.0588 -3.0679
56 H 4.4977 -6.7570 -0.6839
57 H 2.8619 -6.9394 -1.3674
58 H 3.0620 -6.4845 0.3309
59 H 5.3774 -3.7558 0.0454
60 H 3.9782 -3.9745 1.1320
61 H 4.0235 -2.5889 0.0273
62 H 3.7155 -6.3598 -3.4235
63 H 4.5859 -5.9238 -5.6747
64 H 5.4252 -3.6790 -6.2667
65 H 5.3896 -1.8503 -4.6073
66 H 4.5014 -2.2526 -2.3485
67 F 0.2736 -0.5508 -1.0890
68 B 1.7717 -0.5548 -1.2687
69 F 1.9641 0.0995 -2.4741
70 F 2.1811 -1.8730 -1.3141
71 F 2.2873 0.1255 -0.1938

(2)
This record from the OMol25 dataset describes a cluster of 2 separate species, C21H20F in total at a distorted geometry. The level of theory is wB97M-V/def2-TZVPD.

As for the orbital gap: 4.8695 eV. For the LUMO energy, the calculation gives -5.93 eV. Its total charge is +1. The calculation puts the calculated total energy at -911.75183 Ha. The value obtained for the energy above the lowest of the compared OMol25 structures with the same formula, charge and spin is 0.132 eV.

Positions of all 42 atoms, in Å:
1 C 1.7944 -0.1906 2.7675
2 C 2.0191 0.7285 1.6181
3 C 3.2074 0.5194 0.7422
4 C 1.0958 1.7150 1.3061
5 C 1.1023 2.5744 0.1300
6 C -0.0463 3.3755 0.1516
7 C -0.7930 3.0638 1.3418
8 C -0.0981 2.0779 2.0529
9 H 2.6421 -0.8827 2.8362
10 H 1.7090 0.3415 3.7277
11 H 0.8781 -0.7885 2.6298
12 H 3.8272 -0.2822 1.1603
13 H 2.9119 0.2255 -0.2759
14 H 3.8257 1.4245 0.6646
15 H 1.8975 2.5649 -0.6165
16 H -0.3419 4.1116 -0.5936
17 H -1.7367 3.5184 1.6314
18 H -0.3913 1.6024 2.9894
19 F -3.0689 6.7881 3.5796
20 C -1.7362 6.4456 3.5125
21 C -0.8758 7.2870 2.8117
22 C 0.4795 6.9225 2.7471
23 C 0.9256 5.7530 3.3363
24 C 0.0390 4.8810 4.0447
25 C 0.6023 3.6629 4.5168
26 C 0.1214 2.6971 5.4488
27 C 1.0788 1.7474 5.9419
28 C 0.7062 0.7112 6.7860
29 C -0.6371 0.5648 7.1707
30 C -1.5879 1.4907 6.7223
31 C -1.2252 2.5428 5.8841
32 C -1.3252 5.2807 4.1479
33 H -1.2486 8.2064 2.3636
34 H 1.1828 7.5692 2.2219
35 H 1.9785 5.4674 3.2617
36 H 1.6265 3.4843 4.1733
37 H 2.1265 1.8715 5.6495
38 H 1.4605 0.0112 7.1529
39 H -0.9322 -0.2482 7.8374
40 H -2.6309 1.3952 7.0324
41 H -1.9875 3.2356 5.5480
42 H -2.0582 4.6855 4.6778

(3)
This record from the OMol25 dataset describes a structure of composition C18H20N2O4S at a distorted geometry. The level of theory is wB97M-V/def2-TZVPD.

As for the orbital gap: 8.6864 eV. For the LUMO energy, the calculation gives 0.40 eV. Its total charge is 0. The calculation puts the calculated total energy at -1505.90289 Ha. The value obtained for the energy above the lowest of the compared OMol25 structures with the same formula, charge and spin is 19.902 eV.

Positions of all 45 atoms, in Å:
1 C 1.9203 2.9593 -2.5108
2 C 2.6050 3.9378 -1.7684
3 H 1.8864 4.4492 -1.0766
4 H 3.1870 4.6906 -2.4465
5 O 3.8784 3.4940 -1.0948
6 C 3.5490 2.9963 0.1820
7 O 4.4636 2.6758 0.7872
8 C 2.3164 2.6090 0.7666
9 C 2.2629 1.8877 1.9065
10 N 0.9997 1.5215 2.4791
11 C 1.1493 0.6047 3.7457
12 O 0.3236 0.0495 4.1636
13 C 2.6725 0.3518 3.6662
14 H 2.7611 0.7394 4.9419
15 H 2.9273 -0.7510 3.8012
16 S 3.5563 1.4371 2.6230
17 C -0.3466 2.0324 1.9518
18 H -1.0061 1.9413 2.9301
19 H -0.2997 2.8730 1.8752
20 C -0.8428 1.1953 0.9884
21 O -0.6808 1.5172 -0.2176
22 N -1.1525 0.0223 1.4642
23 C -1.5947 -1.2147 0.6633
24 C -1.8642 -2.2765 1.3073
25 C -2.0529 -3.7541 0.6574
26 C -2.4694 -3.5236 -0.8370
27 C -2.1740 -2.2041 -1.6788
28 C -1.7729 -1.2280 -0.6926
29 H -1.6011 -0.0636 -1.3416
30 C -2.5641 -2.3655 -2.9987
31 H -1.7365 -1.9900 -3.5027
32 H -3.3515 -2.0110 -3.2099
33 C -2.5704 -3.9459 -3.1309
34 H -3.1889 -4.1843 -4.0550
35 H -1.5118 -4.2315 -3.5014
36 C -2.9734 -4.5734 -1.6027
37 H -2.3310 -5.6131 -1.6334
38 H -4.1757 -4.4520 -1.6310
39 H -2.3927 -4.4560 1.1094
40 H -1.6088 -2.3693 2.4516
41 H -1.1778 -0.2569 2.2341
42 H 1.2426 3.2714 0.4112
43 H 2.8095 2.4517 -3.0488
44 H 1.4748 2.3674 -1.9788
45 H 1.4544 3.3887 -3.1485